--- one ---
{"formula": "C5H14N2O", "method": "ωB97M-V with the def2-TZVPD basis set", "e_lumo_ha": 0.0277, "homo_energy_ev": -7.74, "smiles": "CN/C=C/CCN.O", "homo_lumo_gap_ev": 8.49, "species": ["C", "N", "C", "C", "C", "C", "N", "H", "H", "H", "H", "H", "H", "H", "H", "H", "H", "H", "H", "O", "H", "H"], "positions_angstrom": [[1.1463, -3.0334, -1.9382], [0.6081, -2.1300, -0.9009], [0.7944, -0.7325, -1.0146], [-0.0674, 0.0731, -0.3864], [0.0097, 1.5151, -0.6420], [0.4822, 2.2359, 0.5992], [1.3131, 1.4658, 1.5086], [0.6739, -2.8682, -2.9032], [2.3532, -2.6694, -2.0563], [1.1764, -3.9876, -1.6291], [-0.1512, -2.4490, -0.4368], [1.6682, -0.4456, -1.7142], [-0.9166, -0.2552, 0.1150], [-0.9804, 1.9747, -0.8636], [0.6191, 1.6503, -1.5345], [1.0909, 3.1405, 0.2968], [-0.3875, 2.6070, 1.2378], [2.1271, 1.2937, 1.0923], [0.8912, 0.6577, 1.7630], [-3.6747, 0.5605, 2.2065], [-2.9869, -0.0894, 2.1883], [-3.4192, 1.2563, 2.8301]]}

--- two ---
{"formula": "C5H14N2O", "method": "ωB97M-V with the def2-TZVPD basis set", "e_lumo_ha": 0.0333, "homo_energy_ev": -7.89, "smiles": "CC1(N)CC1.NCO", "homo_lumo_gap_ev": 8.80, "species": ["C", "C", "N", "C", "C", "H", "H", "H", "H", "H", "H", "H", "H", "H", "N", "C", "O", "H", "H", "H", "H", "H"], "positions_angstrom": [[-1.8924, 1.9137, 1.3477], [-0.8032, 1.1973, 0.5970], [-0.7945, 1.4605, -0.7566], [0.4821, 0.8984, 1.2892], [-0.1997, -0.4405, 1.0621], [-1.6788, 2.9852, 1.3911], [-1.9615, 1.5472, 2.3689], [-2.8526, 1.8051, 0.8433], [-1.1257, 0.8113, -1.4578], [0.1142, 1.7415, -1.1571], [0.5476, 1.2179, 2.3230], [1.3861, 1.0060, 0.6864], [-0.6893, -1.0067, 0.2795], [-0.6058, -0.8948, 1.9620], [1.2857, -2.7597, -1.1543], [1.6451, -1.3783, -1.2854], [0.7833, -0.5564, -2.1068], [0.3235, -3.0609, -1.2418], [1.6158, -3.1078, -0.2581], [2.6130, -1.3750, -1.8051], [1.4066, -0.8731, -0.1438], [0.4004, -1.1308, -2.7834]]}

--- three ---
{"formula": "C5H14N2O", "method": "ωB97M-V with the def2-TZVPD basis set", "e_lumo_ha": 0.0325, "homo_energy_ev": -8.53, "smiles": "CCC(C)=O.CNN", "homo_lumo_gap_ev": 9.42, "species": ["C", "C", "C", "C", "O", "H", "H", "H", "H", "H", "H", "H", "H", "C", "N", "N", "H", "H", "H", "H", "H", "H"], "positions_angstrom": [[-1.1013, -0.3196, -1.9918], [0.1064, -1.0550, -1.4250], [1.0601, -0.2646, -0.4400], [1.1468, 1.2232, -0.6902], [1.9468, -0.8697, 0.1438], [-1.6980, -0.9967, -2.6138], [-1.7428, 0.0595, -1.1952], [-0.8013, 0.5173, -2.6060], [0.7674, -1.3464, -2.2493], [-0.1944, -1.9904, -0.9419], [1.6167, 1.3696, -1.6643], [0.1689, 1.6922, -0.7034], [1.7796, 1.6877, 0.0646], [-0.8265, 0.9542, 1.8203], [-0.3639, -0.2807, 1.2205], [0.2733, -1.1638, 2.1586], [-1.3974, 1.5180, 1.0843], [-1.4574, 0.7789, 2.7010], [0.0383, 1.5486, 2.1196], [-1.1190, -0.8285, 0.7764], [0.7942, -0.5884, 2.8178], [1.0036, -1.6457, 1.6141]]}

--- four ---
{"formula": "C5H14N2O", "method": "ωB97M-V with the def2-TZVPD basis set", "e_lumo_ha": 0.0344, "homo_energy_ev": -9.45, "smiles": "[H]/N=C(/C)CC.CNO", "homo_lumo_gap_ev": 10.38, "species": ["H", "N", "C", "C", "C", "C", "H", "H", "H", "H", "H", "H", "H", "H", "C", "N", "O", "H", "H", "H", "H", "H"], "positions_angstrom": [[0.5971, -1.0867, -2.3505], [0.4661, -0.0758, -2.3355], [0.7820, 0.4672, -1.2291], [0.6761, 1.9562, -1.1338], [1.5123, -0.2573, -0.1178], [1.3733, 0.3640, 1.2679], [0.2493, 2.3485, -2.0518], [0.0211, 2.2181, -0.2944], [1.6565, 2.3916, -0.9729], [1.1649, -1.2937, -0.0978], [2.5740, -0.2811, -0.3922], [1.8307, -0.2829, 2.0147], [1.8594, 1.3353, 1.3189], [0.3232, 0.5005, 1.5111], [-1.7945, -1.7063, 1.1404], [-2.4403, -0.6685, 0.3561], [-1.4323, 0.1642, -0.3376], [-1.0755, -1.2968, 1.8588], [-1.2374, -2.3349, 0.4436], [-2.5766, -2.2650, 1.6538], [-2.9223, -0.0249, 0.9819], [-1.6071, -0.1718, -1.2338]]}

three ends up most stable, edging out the next structure by 72.4 kJ/mol.

--- one ---
{"formula": "C5H14N2O", "method": "ωB97M-V with the def2-TZVPD basis set", "e_lumo_ha": 0.0315, "homo_energy_ev": -8.42, "smiles": "CN[C@H](CO)CCN", "homo_lumo_gap_ev": 9.27, "species": ["C", "N", "C", "C", "O", "C", "C", "N", "H", "H", "H", "H", "H", "H", "H", "H", "H", "H", "H", "H", "H", "H"], "positions_angstrom": [[1.6681, -1.9189, -0.6229], [1.2827, -0.6742, 0.0157], [-0.0914, -0.1799, -0.3170], [-0.2599, -0.0708, -1.8832], [-1.6700, -0.2495, -2.0361], [-0.3625, 1.1618, 0.3754], [-0.8425, 1.0737, 1.7944], [0.2049, 1.0132, 2.8394], [2.2041, -1.7425, -1.5560], [2.3227, -2.5190, 0.0328], [0.7885, -2.4680, -0.9188], [1.8336, 0.1717, -0.0236], [-0.7028, -0.9138, 0.2150], [0.1752, 0.9026, -2.1690], [0.2208, -0.8614, -2.4526], [-1.9008, -0.1258, -2.9568], [0.4295, 1.9445, 0.3916], [-1.0912, 1.5624, -0.3328], [-1.4023, 1.9974, 2.0540], [-1.6775, 0.3683, 1.9062], [-0.2014, 0.4774, 3.5913], [1.0553, 0.6333, 2.4484]]}

--- two ---
{"formula": "C5H14N2O", "method": "ωB97M-V with the def2-TZVPD basis set", "e_lumo_ha": 0.0349, "homo_energy_ev": -8.51, "smiles": "CCN[C@H](CN)CO", "homo_lumo_gap_ev": 9.46, "species": ["C", "C", "N", "C", "C", "N", "C", "O", "H", "H", "H", "H", "H", "H", "H", "H", "H", "H", "H", "H", "H", "H"], "positions_angstrom": [[2.1746, -0.0368, 2.2038], [0.7103, 0.0592, 1.7520], [0.6277, 0.6610, 0.3984], [-0.0377, -0.2088, -0.6403], [-0.1007, 0.6401, -1.9109], [-1.5341, 1.1017, -2.1989], [-1.3859, -0.8411, -0.1330], [-1.0403, -2.2192, -0.0389], [2.8169, 0.0211, 1.3037], [2.5325, -0.9710, 2.6372], [2.3857, 0.7354, 2.9450], [0.1535, -0.8686, 1.7263], [0.2233, 0.8304, 2.3749], [0.0734, 1.5086, 0.4266], [0.7907, -0.9072, -0.7875], [0.0609, -0.0193, -2.7801], [0.4865, 1.5436, -2.0191], [-1.7531, 0.8502, -3.1597], [-1.5792, 2.1141, -2.3026], [-2.1119, -0.6745, -0.9452], [-1.7641, -0.5003, 0.8356], [-1.7290, -2.8186, 0.3125]]}

--- three ---
{"formula": "C5H14N2O", "method": "ωB97M-V with the def2-TZVPD basis set", "e_lumo_ha": 0.0382, "homo_energy_ev": -8.26, "smiles": "NCCNCCCO", "homo_lumo_gap_ev": 9.30, "species": ["N", "C", "C", "N", "C", "C", "C", "O", "H", "H", "H", "H", "H", "H", "H", "H", "H", "H", "H", "H", "H", "H"], "positions_angstrom": [[-2.7193, 1.4110, -0.6708], [-1.8379, 0.3001, -1.1277], [-1.3146, -0.6193, -0.0475], [-0.4140, 0.0822, 0.8107], [0.6107, -0.5931, 1.5317], [2.0452, -0.6856, 0.8459], [2.2146, 0.3539, -0.2530], [1.9511, -0.4119, -1.4759], [-3.6400, 1.3569, -1.0593], [-2.5500, 1.8136, 0.2284], [-2.4181, -0.1693, -1.9295], [-0.9880, 0.8192, -1.6577], [-2.2648, -0.9056, 0.4753], [-0.8120, -1.4129, -0.5915], [-0.7896, 0.9083, 1.2560], [0.6833, 0.0042, 2.4560], [0.4044, -1.6246, 1.8879], [2.7433, -0.8327, 1.6681], [1.9366, -1.6269, 0.3156], [3.1993, 0.8334, -0.2828], [1.3983, 1.0983, -0.2342], [2.5616, -0.0990, -2.1458]]}

--- four ---
{"formula": "C5H14N2O", "method": "ωB97M-V with the def2-TZVPD basis set", "e_lumo_ha": 0.0334, "homo_energy_ev": -8.08, "smiles": "CCN(N)C(C)(C)O", "homo_lumo_gap_ev": 8.99, "species": ["C", "C", "N", "N", "C", "C", "C", "O", "H", "H", "H", "H", "H", "H", "H", "H", "H", "H", "H", "H", "H", "H"], "positions_angstrom": [[2.7849, 0.7781, -0.0228], [1.5147, 0.0343, 0.2762], [0.3587, 0.4972, -0.4206], [0.3580, -0.1167, -1.6826], [-1.0785, 0.0402, 0.5134], [-1.1582, -1.4933, 0.7074], [-2.3344, 0.6581, -0.0027], [-0.8766, 0.5756, 1.7649], [2.8247, 1.7468, 0.5222], [3.6683, 0.2101, 0.0556], [2.8711, 0.9761, -1.1571], [1.8745, -1.0368, 0.1032], [1.1499, 0.0786, 1.2735], [0.8150, -1.0012, -1.4322], [-0.5941, -0.2612, -2.0192], [-1.5022, -1.7187, 1.7725], [-1.8745, -1.8056, 0.0276], [-0.2410, -2.1150, 0.6111], [-3.1043, 0.4162, 0.6066], [-2.1981, 1.8173, -0.0207], [-2.5154, 0.3209, -1.0720], [-0.3132, 1.4030, 1.6004]]}

one ends up most stable, edging out the next structure by 15.2 kJ/mol.

--- one ---
{"formula": "C5H14N2O", "method": "ωB97M-V with the def2-TZVPD basis set", "e_lumo_ha": 0.0384, "homo_energy_ev": -8.73, "smiles": "CN[C@H](C)CNCO", "homo_lumo_gap_ev": 9.78, "species": ["C", "N", "C", "C", "C", "N", "C", "O", "H", "H", "H", "H", "H", "H", "H", "H", "H", "H", "H", "H", "H", "H"], "positions_angstrom": [[1.7736, 0.5517, 0.8998], [1.5040, 1.2376, -0.3785], [0.3704, 0.5825, -1.0617], [0.3407, 1.3702, -2.3798], [-1.1337, 0.6473, -0.3837], [-1.2586, -0.8953, 0.0001], [-1.3600, -1.1810, 1.4448], [-0.3829, -2.1457, 1.8337], [2.7430, 0.6720, 1.4022], [1.6179, -0.5711, 0.6861], [0.9382, 0.7539, 1.5590], [2.3622, 1.1858, -0.9663], [0.5120, -0.4813, -1.1346], [1.1256, 1.2528, -3.0310], [0.2951, 2.4340, -2.0321], [-0.4056, 1.1616, -3.1355], [-1.7399, 0.9638, -1.1663], [-1.1665, 1.3690, 0.5095], [-1.9013, -1.3067, -0.6378], [-2.3461, -1.5221, 1.8476], [-0.7383, -0.3382, 1.9226], [0.1027, -2.6286, 1.0396]]}

--- two ---
{"formula": "C5H14N2O", "method": "ωB97M-V with the def2-TZVPD basis set", "e_lumo_ha": 0.0352, "homo_energy_ev": -8.35, "smiles": "C[C@H](O)[C@H](C)NCN", "homo_lumo_gap_ev": 9.30, "species": ["C", "C", "O", "C", "C", "N", "C", "N", "H", "H", "H", "H", "H", "H", "H", "H", "H", "H", "H", "H", "H", "H"], "positions_angstrom": [[1.0237, -0.5622, 1.3081], [0.0396, 0.6009, 1.2323], [-0.6492, 0.7544, 2.4749], [-0.9787, 0.4368, 0.0877], [-1.9097, -0.7535, 0.3491], [-0.3075, 0.2801, -1.1837], [0.9741, 0.7863, -1.5943], [1.9328, -0.2074, -2.0612], [1.1059, -0.8907, 2.3420], [0.7047, -1.3718, 0.6509], [2.0072, -0.2616, 0.9704], [0.4843, 1.5804, 1.0686], [-1.5436, 0.4078, 2.4692], [-1.5943, 1.3455, 0.1156], [-2.9032, -0.4117, 0.6509], [-1.5254, -1.4001, 1.1256], [-2.0888, -1.3864, -0.5274], [-0.8162, -0.2089, -1.8981], [0.8570, 1.5018, -2.4124], [1.4546, 1.3018, -0.7716], [2.0382, -0.9761, -1.4148], [1.6946, -0.5651, -2.9819]]}

--- three ---
{"formula": "C5H14N2O", "method": "ωB97M-V with the def2-TZVPD basis set", "e_lumo_ha": 0.0254, "homo_energy_ev": -7.31, "smiles": "C/C=C\\O.CN(C)N", "homo_lumo_gap_ev": 8.00, "species": ["C", "C", "C", "O", "H", "H", "H", "H", "H", "H", "C", "N", "C", "N", "H", "H", "H", "H", "H", "H", "H", "H"], "positions_angstrom": [[-0.5031, 1.5765, 2.2256], [0.0144, 1.8394, 0.8472], [-0.5174, 1.2456, -0.2818], [-1.9028, 1.0861, -0.3215], [-1.4863, 1.7939, 2.6402], [0.0907, 1.7943, 3.1241], [-0.5262, 0.4779, 2.2837], [0.8520, 2.5195, 0.7792], [-0.2031, 1.7676, -1.1900], [-2.1819, 1.0057, -1.2413], [0.9423, -1.3514, 0.5921], [0.2293, -1.1022, -0.6403], [1.1677, -0.6587, -1.9178], [-0.9606, -1.8770, -0.7123], [1.9550, -0.9613, 0.5689], [0.9890, -2.3875, 0.9234], [0.3417, -0.9308, 1.4035], [1.5368, 0.3524, -1.7354], [2.0171, -1.3207, -2.0685], [0.5851, -0.7001, -2.8342], [-0.8357, -2.7976, -1.1191], [-1.6039, -1.3716, -1.3256]]}

--- four ---
{"formula": "C5H14N2O", "method": "ωB97M-V with the def2-TZVPD basis set", "e_lumo_ha": 0.0370, "homo_energy_ev": -8.61, "smiles": "CCN[C@H](CN)CO", "homo_lumo_gap_ev": 9.61, "species": ["C", "C", "N", "C", "C", "N", "C", "O", "H", "H", "H", "H", "H", "H", "H", "H", "H", "H", "H", "H", "H", "H"], "positions_angstrom": [[0.4660, -0.4704, 3.1422], [-0.0540, 0.1514, 1.8560], [0.4615, -0.4793, 0.6125], [0.0250, 0.2294, -0.5904], [-0.8559, -0.7477, -1.4563], [-2.1076, -0.1586, -1.8838], [1.2602, 0.6603, -1.4244], [0.9136, 1.2047, -2.6514], [1.5269, -0.7278, 3.0808], [0.0486, -1.4223, 3.4749], [0.3695, 0.3092, 3.8901], [-1.1395, 0.2732, 1.8557], [0.2926, 1.1866, 1.8146], [1.4722, -0.3570, 0.6877], [-0.5609, 1.1292, -0.3596], [-1.0310, -1.6045, -0.8169], [-0.2442, -1.1076, -2.2989], [-2.1915, 0.8324, -1.7807], [-2.9601, -0.5942, -1.5490], [1.8360, -0.2857, -1.3908], [1.8683, 1.4166, -0.9254], [0.6045, 0.5620, -3.2869]]}

two ends up most stable, edging out the next structure by 35.2 kJ/mol.

--- one ---
{"formula": "C4H13NO2", "method": "ωB97M-V with the def2-TZVPD basis set", "e_lumo_ha": -0.1240, "homo_energy_ev": -7.33, "homo_lumo_gap_ev": 3.95, "species": ["C", "C", "C", "C", "N", "H", "H", "H", "H", "H", "H", "H", "H", "H", "H", "H", "O", "H", "H", "O"], "positions_angstrom": [[-0.6443, 1.1268, 0.1641], [0.7438, 1.2633, -0.3916], [0.8241, 0.4569, -1.7625], [-0.1056, -0.3104, -2.1795], [-0.8963, 1.8782, 1.3725], [-0.8914, 0.0744, 0.2647], [-1.2829, 1.4915, -0.6667], [1.4274, 0.9153, 0.3987], [1.0773, 2.2704, -0.6800], [1.8711, 0.3368, -2.0506], [-1.4559, -1.1494, 1.3093], [-0.7719, -0.5401, -2.9925], [-0.0556, 1.8453, 1.9442], [-1.5920, 1.4000, 1.9408], [-0.5164, -2.8202, -0.1518], [0.3450, -2.0140, -0.9991], [0.4099, -2.7893, -0.4296], [0.7609, -1.5356, 1.0546], [-0.1116, -0.9079, 2.0065], [0.8644, -0.9923, 1.8485]]}

--- two ---
{"formula": "C4H13NO2", "method": "ωB97M-V with the def2-TZVPD basis set", "e_lumo_ha": 0.0253, "homo_energy_ev": -8.87, "smiles": "C/C=C(/C)N.O.O", "homo_lumo_gap_ev": 9.56, "species": ["C", "C", "C", "C", "N", "H", "H", "H", "H", "H", "H", "H", "H", "H", "O", "H", "H", "O", "H", "H"], "positions_angstrom": [[1.0861, 0.3989, -1.6390], [0.2031, -0.5929, -0.9112], [-0.3799, -0.3142, 0.2629], [-1.2796, -1.2471, 1.0379], [-0.3340, 0.9713, 0.8857], [1.2271, 0.1237, -2.6841], [2.0708, 0.5769, -1.2008], [0.5191, 1.3341, -1.6483], [0.0789, -1.5647, -1.3692], [-0.9217, -1.3763, 2.0575], [-2.3353, -0.9802, 1.0376], [-1.2837, -2.2114, 0.5170], [-0.2851, 0.8517, 1.8872], [0.5211, 1.4634, 0.6366], [2.7154, -0.4642, 1.2717], [3.3503, -1.1444, 1.4588], [2.1144, -0.8050, 0.5983], [-2.5950, 1.9477, -0.6222], [-2.6959, 1.3681, -1.3846], [-1.7763, 1.6645, -0.1917]]}

two ends up most stable, edging out the next structure by 819.5 kJ/mol.